Run a
{"formula": "C3H7NOS", "method": "ωB97M-V/def2-TZVPD", "elements": ["O", "C", "N", "C", "C", "S", "H", "H", "H", "H", "H", "H", "H"], "xyz": [[-2.1577, 1.8277, 0.0976], [-1.0311, 2.0356, -0.0675], [-0.0978, 1.0763, 0.1532], [-0.5421, -0.3493, 0.3770], [0.6393, -1.2670, 0.2078], [1.0806, -1.5869, -1.5374], [-0.6020, 2.9945, -0.5317], [0.8169, 1.4675, 0.2600], [-1.0683, -0.5260, 1.3181], [-1.2314, -0.7072, -0.3437], [1.5266, -0.7689, 0.7277], [0.3088, -2.2485, 0.6873], [2.3582, -1.9478, -1.3485]], "smiles": "O=CNCCS", "homo_energy_ev": -9.306, "gap_ha": 0.36838}

=====

Run b
{"formula": "C3H7NOS", "method": "ωB97M-V/def2-TZVPD", "elements": ["C", "C", "C", "N", "O", "S", "H", "H", "H", "H", "H", "H", "H"], "xyz": [[-1.0091, 1.0664, 0.1517], [-1.0502, -1.1168, 0.3449], [1.1683, -0.0240, 0.3040], [-0.1916, -0.1052, -0.2725], [-3.3974, -0.0412, -0.7150], [-2.5605, 0.0510, 0.4592], [-0.4456, 1.7478, 1.2008], [-1.1293, 1.8361, -0.5012], [-1.5834, -1.9172, -0.3023], [-0.6334, -1.4210, 1.3060], [1.1799, -0.7774, 1.1096], [1.9981, -0.3099, -0.4152], [1.4679, 1.0177, 0.6694]], "homo_energy_ev": -8.790, "gap_ha": 0.35340}

=====

Which one is most stable, and which one is least stable? run a is the most stable of them, while run b is the least stable.

=====

Run a
{"formula": "C43H30Cl3NO3P2RuS2", "method": "ωB97M-V/def2-TZVPD", "elements": ["Ru", "S", "P", "C", "P", "S", "C", "C", "C", "C", "C", "C", "C", "C", "C", "C", "C", "C", "C", "C", "C", "C", "C", "C", "C", "C", "C", "C", "C", "C", "H", "H", "H", "H", "H", "H", "H", "H", "H", "H", "H", "H", "H", "H", "H", "H", "H", "H", "H", "H", "C", "C", "C", "C", "C", "C", "C", "C", "C", "C", "C", "C", "C", "C", "C", "H", "H", "H", "H", "H", "H", "H", "H", "H", "H", "O", "C", "N", "Cl", "C", "Cl", "Cl", "C", "O", "O"], "xyz": [[-0.2242, 2.1512, 0.4090], [-1.8792, 0.3064, 1.8381], [-0.9458, -0.2193, 0.1532], [-0.6363, 0.8128, -1.2313], [-2.0506, 1.7458, -1.6400], [-2.3995, 3.3178, -0.4699], [-1.7317, 2.3771, -3.3184], [-0.6644, 1.8926, -4.0602], [-0.4165, 2.4053, -5.3207], [-1.2241, 3.4078, -5.8337], [-2.2811, 3.9023, -5.0849], [-2.5377, 3.3868, -3.8288], [-3.5711, 0.7687, -1.8888], [-3.7841, 0.0560, -3.0644], [-4.8702, -0.7919, -3.1648], [-5.7355, -0.9445, -2.0928], [-5.5164, -0.2432, -0.9172], [-4.4376, 0.6114, -0.8135], [0.7617, -1.0498, 0.4591], [1.4215, -1.0526, -0.8660], [1.6916, -2.1962, -1.5527], [1.3715, -3.4560, -1.0338], [0.7454, -3.5265, 0.2164], [0.4551, -2.4112, 0.9384], [-1.8944, -1.6597, -0.4632], [-1.6497, -2.1101, -1.7530], [-2.4000, -3.1405, -2.2825], [-3.4235, -3.7085, -1.5393], [-3.6741, -3.2548, -0.2550], [-2.9107, -2.2366, 0.2840], [-0.0428, 1.1181, -3.6285], [0.4112, 2.0278, -5.9063], [-1.0264, 3.8113, -6.8189], [-2.9003, 4.6957, -5.4833], [-3.3494, 3.7637, -3.2184], [-3.0991, 0.1723, -3.8949], [-5.0379, -1.3466, -4.0806], [-6.5748, -1.6236, -2.1689], [-6.1813, -0.3720, -0.0741], [-4.2487, 1.1607, 0.1004], [1.7089, -0.0803, -1.2442], [2.1709, -2.1330, -2.5232], [1.5744, -4.3569, -1.5959], [0.4765, -4.4973, 0.6176], [-0.0920, -2.4943, 1.8657], [-0.8662, -1.6366, -2.3265], [-2.1937, -3.4971, -3.2844], [-4.0321, -4.4980, -1.9660], [-4.4744, -3.6951, 0.3273], [-3.0973, -1.8671, 1.2826], [1.3813, 1.2383, 1.1700], [1.5611, -0.1074, 1.3668], [2.5522, -0.6942, 2.2310], [2.1525, -1.7389, 3.1428], [0.8992, -1.6705, 3.7789], [0.5114, -2.6232, 4.6949], [1.3596, -3.6753, 5.0181], [2.5933, -3.7696, 4.3881], [2.9838, -2.8244, 3.4628], [3.8999, -0.2141, 2.2274], [4.7508, -0.3828, 3.3375], [6.0518, 0.0654, 3.3248], [6.5688, 0.7078, 2.2080], [5.7469, 0.8938, 1.1038], [4.4479, 0.4419, 1.1067], [0.2453, -0.8397, 3.5501], [-0.4597, -2.5397, 5.1681], [1.0573, -4.4192, 5.7453], [3.2532, -4.5993, 4.6183], [3.9339, -2.9289, 2.9546], [4.3578, -0.8469, 4.2304], [6.6743, -0.0770, 4.2018], [7.5902, 1.0658, 2.2033], [6.1322, 1.4016, 0.2293], [3.8301, 0.5713, 0.2309], [3.6910, 3.6634, 2.7431], [2.9506, 2.8914, 2.2635], [2.1576, 2.1131, 1.8651], [2.0429, 6.5897, 1.7114], [0.3459, 6.1332, 1.5245], [-0.4972, 6.4383, 3.0316], [-0.3759, 7.1018, 0.2419], [0.2985, 4.6199, 1.1275], [0.8185, 4.3547, 0.0409], [-0.2209, 3.8674, 1.9541]], "s2": 6.096, "homo_energy_ev": [-1.104, -1.540], "charge": -2, "spin_multiplicity": 5, "gap_ha": [0.20007, 0.20999]}

=====

Run b
{"formula": "C43H30Cl3NO3P2RuS2", "method": "ωB97M-V/def2-TZVPD", "elements": ["Ru", "S", "P", "C", "P", "S", "C", "C", "C", "C", "C", "C", "C", "C", "C", "C", "C", "C", "C", "C", "C", "C", "C", "C", "C", "C", "C", "C", "C", "C", "H", "H", "H", "H", "H", "H", "H", "H", "H", "H", "H", "H", "H", "H", "H", "H", "H", "H", "H", "H", "C", "C", "C", "C", "C", "C", "C", "C", "C", "C", "C", "C", "C", "C", "C", "H", "H", "H", "H", "H", "H", "H", "H", "H", "H", "O", "C", "N", "Cl", "C", "Cl", "Cl", "C", "O", "O"], "xyz": [[0.5100, -1.0628, 0.2490], [2.1780, -3.5694, -0.2300], [1.4847, -2.0244, -1.7777], [0.2612, -0.8794, -1.7592], [-0.5144, 0.5045, -1.0226], [-1.5223, 1.8489, 0.6446], [-1.9969, 0.6297, -2.1160], [-3.3104, 0.6107, -1.6641], [-4.3681, 0.6223, -2.5671], [-4.1259, 0.6764, -3.9308], [-2.8150, 0.6991, -4.3934], [-1.7628, 0.6592, -3.4928], [0.5526, 1.9086, -1.5320], [1.9257, 1.8018, -1.3385], [2.7747, 2.8414, -1.6901], [2.2569, 3.9981, -2.2557], [0.8866, 4.1139, -2.4513], [0.0397, 3.0787, -2.0839], [3.0743, -1.3362, -2.3514], [4.1688, -1.2530, -1.4924], [5.3242, -0.6039, -1.9068], [5.3978, -0.0453, -3.1760], [4.3115, -0.1343, -4.0364], [3.1529, -0.7741, -3.6227], [1.0987, -3.3331, -2.9854], [-0.1672, -3.3850, -3.5592], [-0.4851, -4.3982, -4.4519], [0.4600, -5.3646, -4.7719], [1.7249, -5.3145, -4.2021], [2.0484, -4.2989, -3.3133], [-3.5025, 0.6025, -0.5991], [-5.3862, 0.5968, -2.1968], [-4.9521, 0.6976, -4.6319], [-2.6139, 0.7371, -5.4577], [-0.7395, 0.6421, -3.8493], [2.3375, 0.8962, -0.9080], [3.8404, 2.7380, -1.5268], [2.9174, 4.8094, -2.5387], [0.4745, 5.0181, -2.8841], [-1.0308, 3.1833, -2.2174], [4.1175, -1.6837, -0.4993], [6.1675, -0.5385, -1.2306], [6.3013, 0.4613, -3.4949], [4.3635, 0.3048, -5.0257], [2.2944, -0.8281, -4.2836], [-0.8897, -2.6216, -3.2916], [-1.4728, -4.4357, -4.8955], [0.2098, -6.1595, -5.4646], [2.4619, -6.0698, -4.4455], [3.0352, -4.2570, -2.8658], [-0.3555, -0.2425, 2.0324], [-1.1664, 0.8529, 2.0612], [-1.8356, 1.3440, 3.2718], [-3.2856, 1.4957, 3.2438], [-4.0583, 0.6058, 2.4788], [-5.4338, 0.7208, 2.4148], [-6.0891, 1.7377, 3.1033], [-5.3417, 2.6338, 3.8561], [-3.9628, 2.5148, 3.9282], [-1.0512, 1.6731, 4.4408], [-1.6014, 1.7054, 5.7369], [-0.8174, 1.9827, 6.8416], [0.5424, 2.2311, 6.6985], [1.1091, 2.1894, 5.4289], [0.3308, 1.9191, 4.3208], [-3.5460, -0.1845, 1.9430], [-6.0030, 0.0127, 1.8238], [-7.1671, 1.8311, 3.0493], [-5.8361, 3.4412, 4.3844], [-3.3899, 3.2371, 4.4956], [-2.6460, 1.4594, 5.8748], [-1.2650, 1.9739, 7.8287], [1.1584, 2.4273, 7.5673], [2.1726, 2.3514, 5.3042], [0.7804, 1.8739, 3.3372], [-0.4431, -1.7698, 5.4332], [-0.3528, -1.3546, 4.3297], [-0.2459, -0.9492, 3.2278], [2.6036, -1.8503, 4.8383], [2.8647, -1.8761, 3.1280], [3.9984, -0.6999, 2.5324], [4.0404, -4.9426, 0.7958], [2.1402, -2.7318, 2.3482], [1.2784, -3.5588, 2.5747], [2.3771, -2.3636, 0.9141]], "s2": 6.101, "homo_energy_ev": [-1.499, -1.551], "charge": -2, "spin_multiplicity": 5, "gap_ha": [0.20348, 0.19234]}

=====

Which one is most stable, and which one is least stable? run a is the most stable of them, while run b is the least stable.

=====

Run a
{"formula": "C2H6ClN3", "method": "ωB97M-V/def2-TZVPD", "elements": ["C", "C", "N", "N", "N", "Cl", "H", "H", "H", "H", "H", "H"], "xyz": [[-0.7574, 1.0987, 0.0843], [0.0702, -1.5702, -0.1580], [-1.3861, 2.0245, -0.5064], [0.5325, 1.3179, 0.5091], [-1.2296, -0.1600, 0.4607], [-2.7459, -0.6137, -0.1867], [1.0017, -1.0406, -0.1209], [-0.1096, -2.3062, 0.6005], [-0.3182, -1.7852, -1.1338], [-2.2970, 1.7666, -0.8685], [0.7778, 2.2956, 0.5159], [0.8063, 0.8082, 1.3354]], "homo_energy_ev": -9.088, "gap_ha": 0.33724}

=====

Run b
{"formula": "C2H6ClN3", "method": "ωB97M-V/def2-TZVPD", "elements": ["H", "N", "C", "N", "N", "C", "Cl", "H", "H", "H", "H", "H"], "xyz": [[1.3361, -2.4514, 0.2329], [0.4095, -2.1085, 0.2377], [0.0109, -0.9305, 0.0566], [-1.3741, -0.6911, 0.1741], [0.8022, 0.2488, -0.1032], [0.1082, 1.5693, -0.2737], [2.3463, 0.1957, 0.7572], [-1.8957, -1.4890, -0.0918], [-1.8295, 0.1537, -0.0268], [0.8413, 2.2426, 0.2527], [0.0933, 1.7168, -1.4314], [-0.8484, 1.5436, 0.2158]], "smiles": "[H]/N=C(/N)N(C)Cl", "homo_energy_ev": -8.914, "gap_ha": 0.34544}

=====

Which one is most stable, and which one is least stable? run b is the most stable of them, while run a is the least stable.

=====

Run a
{"formula": "C4H9BrN", "method": "ωB97M-V/def2-TZVPD", "elements": ["C", "C", "C", "C", "N", "Br", "H", "H", "H", "H", "H", "H", "H", "H", "H"], "xyz": [[0.1866, 0.2131, 1.9882], [-1.2855, 0.0041, 2.0465], [-0.6403, 0.4782, 0.6954], [-0.1772, -0.3855, -0.3125], [0.0311, 0.0905, -1.5307], [2.3063, -0.2702, -4.0674], [0.5732, 1.0692, 2.4576], [0.6843, -0.7805, 2.1519], [-1.6984, -0.9536, 2.0309], [-1.9276, 0.8234, 2.5914], [-0.8723, 1.5793, 0.4200], [0.0297, -1.2989, 0.0968], [3.6874, -0.6345, -4.2659], [-0.1352, 1.0211, -1.8768], [0.5341, -0.4362, -2.2459]], "homo_energy_ev": -14.470, "charge": 1, "gap_ha": 0.36558}

=====

Run b
{"formula": "C4H9BrN", "method": "ωB97M-V/def2-TZVPD", "elements": ["C", "N", "C", "C", "C", "Br", "H", "H", "H", "H", "H", "H", "H", "H", "H"], "xyz": [[-2.0014, -0.4544, 0.1659], [-0.5670, -0.7573, 0.1508], [0.3594, -0.5780, -1.0062], [0.5077, 0.2883, 0.1613], [1.8858, 0.1446, 1.0692], [3.2501, 0.2418, -0.3265], [-2.1610, 0.5128, -0.4610], [-2.5304, -1.1989, -0.3000], [-2.4279, -0.6052, 1.1996], [-0.5543, -1.6426, 0.7738], [-0.1466, -0.2836, -1.9219], [0.9714, -1.4684, -1.0725], [0.2922, 1.3539, -0.0821], [1.9929, -0.8088, 1.6406], [1.8336, 0.8942, 1.8388]], "smiles": "C[N@H+]1C[C@@H]1CBr", "homo_energy_ev": -14.281, "charge": 1, "gap_ha": 0.39664}

=====

Run c
{"formula": "C4H9BrN", "method": "ωB97M-V/def2-TZVPD", "elements": ["C", "C", "C", "C", "N", "Br", "H", "H", "H", "H", "H", "H", "H", "H", "H"], "xyz": [[1.3660, 0.2509, 0.3864], [0.5261, -0.6126, -0.4846], [-0.1710, 0.8261, -0.5974], [-0.1450, -1.7990, 0.1895], [-1.1122, 1.3116, 0.3269], [0.2620, 1.9004, -2.0712], [1.1926, 0.3364, 1.4686], [2.3116, 0.7082, -0.0408], [0.8033, -0.8219, -1.5515], [-0.7883, -1.5309, 0.9839], [0.6594, -2.3244, 0.6277], [-0.6103, -2.5455, -0.5312], [-2.0074, 1.2022, -0.2151], [-1.1442, 2.3739, 0.3384], [-1.1424, 0.7246, 1.1704]], "homo_energy_ev": -13.147, "charge": 1, "gap_ha": 0.34272}

=====

Which one is most stable, and which one is least stable? run a is the most stable of them, while run c is the least stable.